1.
Density functional theory data (the ωB97M-V functional and the def2-TZVPD basis) for a cluster of 11 separate species, C62H156N10O22 in total.

The SMILES is COCCNCCOC.COCCNCCOC.COCCNCCOC.COCCNCCOC.COCCNCCOC.COCCNCCOC.COCCNCCOC.COCCNCCOC.COCCNCCOC.COCCNCCOC.OCCO. The energy above the lowest of the compared OMol25 structures with the same formula, charge and spin comes out at 0.00 kcal per mole. As for the orbital gap: 8.90 eV.

ORCA input file:
```
! RIJCOSX wB97M-V def2-TZVPD def2/J DEFGRID3
* xyz 0 1
C -11.7168 -26.6523 14.3214
O -11.1352 -25.8412 15.2773
C -12.0579 -25.3280 16.1211
C -11.3724 -24.6219 17.2927
N -10.5432 -25.5459 18.0685
C -9.6356 -24.9031 18.9948
C -8.8446 -25.8898 19.8921
O -8.1057 -25.0966 20.8539
C -8.7707 -25.0157 22.0906
H -12.4430 -26.0538 13.7148
H -12.2722 -27.4650 14.8241
H -10.9688 -27.0959 13.6599
H -12.7369 -26.0832 16.5190
H -12.6155 -24.5266 15.5926
H -12.0589 -24.1602 18.0104
H -10.6903 -23.8227 16.9034
H -10.0262 -26.1801 17.4632
H -10.2179 -24.1964 19.5764
H -8.9462 -24.2366 18.4234
H -8.1077 -26.4912 19.3438
H -9.5102 -26.5807 20.4064
H -9.6522 -24.3412 22.0221
H -8.0507 -24.5489 22.7650
H -9.0368 -26.0054 22.5095
C -22.2185 -22.1893 9.7582
O -21.4909 -21.0252 9.8757
C -20.5921 -20.7265 8.7897
C -19.3492 -21.6780 8.8639
N -18.7033 -21.6419 10.1574
C -17.7143 -22.7124 10.3302
C -18.2084 -24.1474 10.5184
O -19.1353 -24.1781 11.5372
C -19.6614 -25.4477 11.5929
H -22.9226 -22.2126 10.6101
H -21.5891 -23.0887 9.8627
H -22.7778 -22.2036 8.8011
H -20.2340 -19.6948 8.9402
H -21.0612 -20.8631 7.7996
H -18.6387 -21.3312 8.0885
H -19.6525 -22.7135 8.5998
H -19.4507 -21.8400 10.8346
H -17.1520 -22.4517 11.2344
H -16.9484 -22.7618 9.5421
H -17.3879 -24.8077 10.8028
H -18.6800 -24.5218 9.5832
H -20.1101 -25.7124 10.6103
H -20.4656 -25.4645 12.3532
H -18.9294 -26.2445 11.8323
C -8.7156 -20.4780 6.6266
O -8.5331 -21.7441 6.0956
C -7.8782 -22.6495 6.9941
C -8.2681 -24.0500 6.5562
N -9.7531 -24.1317 6.4647
C -10.3786 -25.3478 6.0255
C -11.9001 -25.0317 5.8557
O -11.9571 -23.9839 4.8811
C -13.2589 -23.4992 4.6355
H -9.2242 -20.5350 7.6031
H -9.4257 -20.0048 5.9247
H -7.8351 -19.8442 6.7000
H -8.2873 -22.4738 8.0008
H -6.7992 -22.5036 7.0020
H -7.8807 -24.7701 7.2628
H -7.8190 -24.2572 5.5647
H -10.0854 -23.4148 5.8292
H -10.2567 -26.2142 6.6970
H -10.0795 -25.6928 5.0211
H -12.4116 -24.7278 6.8122
H -12.5195 -25.8569 5.5136
H -13.2529 -22.6038 3.9866
H -13.7128 -23.2570 5.6094
H -13.8803 -24.2858 4.1579
C -15.5548 -24.7567 7.2876
O -16.7871 -25.3722 7.6941
C -16.7338 -26.7495 7.3650
C -18.0804 -27.3012 7.6998
N -19.1058 -26.5798 6.9490
C -20.4716 -26.6541 7.3878
C -21.3163 -25.7023 6.5660
O -20.7784 -24.3879 6.7066
C -21.4825 -23.4672 5.9519
H -15.3975 -24.9123 6.2309
H -14.6359 -25.1231 7.8263
H -15.7387 -23.7091 7.5050
H -15.9495 -27.2694 7.9311
H -16.5465 -26.9408 6.2879
H -18.3367 -27.1565 8.7640
H -18.1726 -28.3730 7.5217
H -18.8044 -25.6109 6.9366
H -20.5416 -26.3753 8.4624
H -20.8096 -27.6950 7.2851
H -22.3792 -25.6497 6.9233
H -21.3371 -26.0450 5.4978
H -22.5597 -23.5861 6.0012
H -21.1521 -23.5223 4.8950
H -21.2033 -22.4631 6.2894
C -16.1450 -26.5335 14.6110
O -16.5408 -27.2836 15.7351
C -17.7090 -28.0264 15.5761
C -18.1519 -28.6291 16.9100
N -18.7000 -27.7131 17.9218
C -17.7564 -26.7808 18.5344
C -18.4479 -26.1424 19.7315
O -17.7272 -25.0111 20.2197
C -16.4470 -25.2825 20.7694
H -15.9759 -27.2447 13.8053
H -15.2243 -25.9783 14.8034
H -16.9584 -25.8750 14.2908
H -17.6046 -28.9268 14.9355
H -18.5360 -27.3738 15.2332
H -17.3029 -29.2684 17.3057
H -18.9617 -29.3279 16.6862
H -19.0338 -28.2757 18.7109
H -17.4345 -25.9992 17.8373
H -16.8072 -27.2653 18.8203
H -18.5572 -26.8712 20.5659
H -19.4301 -25.7284 19.4333
H -16.1470 -24.4176 21.3664
H -15.7093 -25.4516 19.9623
H -16.4566 -26.1924 21.4269
C -13.8582 -23.2295 12.8921
O -13.7092 -22.0822 12.0840
C -12.9232 -21.0507 12.6200
C -12.8072 -19.9067 11.6515
N -11.8942 -18.8892 12.0029
C -12.3855 -17.9710 13.0150
C -11.3257 -17.1107 13.7522
O -10.5316 -17.7385 14.7315
C -9.7575 -18.8316 14.3297
H -12.8515 -23.5655 13.2597
H -14.2756 -24.0395 12.3074
H -14.4628 -23.0550 13.8126
H -11.8820 -21.4098 12.7644
H -13.3348 -20.7692 13.5921
H -13.7951 -19.4510 11.4733
H -12.4794 -20.3266 10.7071
H -11.4214 -18.4302 11.2652
H -12.8839 -18.5781 13.7844
H -13.1615 -17.2756 12.6048
H -11.9237 -16.3130 14.1769
H -10.7419 -16.6692 12.9395
H -10.4349 -19.6639 14.0596
H -9.1550 -19.1483 15.2018
H -9.0977 -18.6014 13.5022
C -13.1059 -28.4867 6.5934
O -14.1016 -29.4169 6.3906
C -14.1555 -30.3654 7.4444
C -15.2217 -31.3961 7.0891
N -16.4933 -30.7740 6.7182
C -17.6389 -31.7009 6.5586
C -18.8780 -30.9425 6.1597
O -18.5784 -30.3249 4.9183
C -19.5839 -29.4325 4.5453
H -12.1682 -28.9903 6.8460
H -13.3577 -27.7874 7.4072
H -12.9723 -27.8985 5.6962
H -14.4684 -29.8193 8.3761
H -13.1735 -30.8677 7.5940
H -15.3390 -31.9599 8.0389
H -14.8347 -32.1072 6.3190
H -16.4063 -30.1964 5.9118
H -17.8280 -32.2094 7.5052
H -17.4621 -32.4750 5.7901
H -19.1090 -30.1568 6.9045
H -19.7724 -31.5805 6.1001
H -19.8429 -28.6833 5.3292
H -20.5104 -29.9436 4.2336
H -19.1764 -28.8679 3.6923
C -20.6380 -30.0746 11.4127
O -19.2553 -30.3946 11.4220
C -18.5804 -29.5763 10.4554
C -17.0937 -30.0062 10.3750
N -16.4059 -29.8110 11.6483
C -15.0868 -30.4345 11.7615
C -14.4104 -30.2290 13.0816
O -15.2782 -30.7082 14.0518
C -14.9410 -30.4526 15.3537
H -20.7909 -28.9746 11.4422
H -21.0883 -30.5061 12.3119
H -21.0711 -30.4823 10.4847
H -18.6159 -28.5156 10.7345
H -19.0245 -29.7428 9.4555
H -16.6113 -29.3477 9.6448
H -17.0381 -31.0249 9.9585
H -16.9811 -30.0718 12.4269
H -14.5946 -29.9815 10.9128
H -15.1874 -31.5073 11.5135
H -14.3330 -29.1337 13.2199
H -13.4208 -30.7058 13.0451
H -15.8568 -30.6733 15.9122
H -14.7022 -29.3937 15.5588
H -14.1329 -31.1090 15.7781
C -9.3421 -30.5079 5.1609
O -9.6246 -29.6024 6.2031
C -8.4457 -29.2985 7.0109
C -8.2111 -30.4175 8.0190
N -9.2689 -30.7760 8.9206
C -9.6456 -29.7369 9.8377
C -10.9028 -30.0406 10.6073
O -10.8347 -31.1882 11.4668
C -10.0557 -30.9764 12.6444
H -8.5119 -30.1678 4.4838
H -10.2576 -30.4752 4.5594
H -9.1364 -31.5194 5.4434
H -8.6083 -28.3231 7.4676
H -7.6137 -29.1961 6.3097
H -7.2774 -30.2581 8.5780
H -8.0526 -31.3358 7.4757
H -10.0456 -31.0288 8.3161
H -9.8858 -28.7750 9.3300
H -8.7977 -29.5349 10.4686
H -11.6438 -30.3327 9.8471
H -11.2468 -29.1404 11.1053
H -10.3398 -30.0739 13.1791
H -8.9988 -30.8933 12.3718
H -10.1801 -31.8637 13.2536
C -7.0150 -26.6697 11.8733
O -8.2632 -27.1093 11.4276
C -9.2397 -26.0630 11.3885
C -9.0907 -25.2634 10.0313
N -10.3142 -24.5676 9.7284
C -10.7490 -23.5432 10.6703
C -9.8915 -22.2876 10.7457
O -8.7479 -22.4799 11.5763
C -7.9559 -21.3059 11.5996
H -7.0551 -26.4606 12.9623
H -6.5707 -25.8521 11.3095
H -6.3461 -27.5310 11.7801
H -9.2683 -25.3428 12.2008
H -10.2239 -26.5308 11.2488
H -8.9115 -26.0485 9.2919
H -8.1765 -24.6633 10.0546
H -10.2749 -24.2055 8.7633
H -10.9344 -24.0357 11.6383
H -11.7525 -23.2507 10.4153
H -10.4949 -21.4645 11.1683
H -9.6397 -22.0030 9.6936
H -7.4421 -21.2544 10.6210
H -7.2001 -21.3866 12.3804
H -8.5125 -20.3739 11.7293
C -13.3360 -26.0620 10.3902
C -14.1678 -27.3359 10.5280
O -15.3158 -27.0280 11.3397
O -12.4472 -26.3008 9.2580
H -12.7706 -25.7645 11.2768
H -13.9785 -25.2120 10.1332
H -13.5624 -28.1620 10.9345
H -14.5272 -27.5997 9.5016
H -15.7820 -27.8740 11.5556
H -11.6363 -25.7466 9.4308
*
```


2.
Density functional theory data (the ωB97M-V functional and the def2-TZVPD basis) for a structure of composition C61H74NO5PtSeTe.

The energy above the lowest of the compared OMol25 structures with the same formula, charge and spin comes out at 0.00 kcal per mole. Its expectation value of S² is 8.778. As for the orbital gap (alpha / beta): 7.85 / 5.45 eV.

ORCA input file:
```
! RIJCOSX wB97M-V def2-TZVPD def2/J DEFGRID3
* xyz 0 6
Pt -0.9537 0.6753 -0.9938
C 4.3469 2.9556 3.3300
C 3.8282 1.6557 3.9650
C 4.9243 0.5846 3.8889
C 3.5272 1.9300 5.4384
C 2.5898 1.1859 3.1999
C 2.6875 0.9177 1.8443
C 1.5709 0.5264 1.1284
Se 1.7226 0.2413 -0.7629
C 2.1615 2.0375 -1.2235
C 3.4894 2.4504 -1.2389
C 3.7939 3.7830 -1.4354
C 2.7186 4.6642 -1.6193
C 1.3861 4.2861 -1.6226
C 1.0979 2.9129 -1.4248
O -0.1584 2.5001 -1.4427
C 0.2447 5.2902 -1.8077
C -0.5965 4.9179 -3.0392
C -0.6498 5.2934 -0.5557
C 0.7660 6.7146 -2.0145
C 5.2246 4.3213 -1.4384
C 6.2519 3.2100 -1.2224
C 5.5232 4.9964 -2.7840
C 5.3862 5.3482 -0.3080
C 0.3191 0.3692 1.7179
O -0.7191 -0.0808 1.0216
C 0.1905 0.6500 3.0959
C 1.3318 1.0413 3.7892
C -1.1791 0.5360 3.7692
C -2.1866 1.4614 3.0669
C -1.1259 0.9372 5.2457
C -1.6819 -0.9156 3.6948
H 5.2293 3.3172 3.8662
H 3.5798 3.7328 3.3612
H 4.6248 2.8078 2.2835
H 5.8220 0.9192 4.4159
H 5.2037 0.3704 2.8552
H 4.5851 -0.3483 4.3453
H 4.4384 2.2624 5.9403
H 3.1716 1.0338 5.9531
H 2.7764 2.7150 5.5562
H 3.6352 1.0306 1.3285
H 4.2678 1.7121 -1.0932
H 2.9515 5.7101 -1.7670
H -1.0535 3.9358 -2.9255
H 0.0225 4.9179 -3.9407
H -1.3893 5.6592 -3.1768
H -1.1066 4.3190 -0.3912
H -1.4470 6.0342 -0.6744
H -0.0663 5.5665 0.3276
H 1.3968 6.7932 -2.9035
H 1.3338 7.0726 -1.1520
H -0.0844 7.3862 -2.1501
H 6.1965 2.4509 -2.0064
H 6.1171 2.7178 -0.2552
H 7.2580 3.6344 -1.2389
H 5.4186 4.2837 -3.6052
H 6.5444 5.3870 -2.7947
H 4.8446 5.8300 -2.9748
H 5.1854 4.8882 0.6626
H 4.7003 6.1889 -0.4285
H 6.4053 5.7446 -0.2976
H 1.2366 1.2550 4.8432
H -1.8432 2.4984 3.1028
H -3.1503 1.4055 3.5819
H -2.3330 1.1739 2.0259
H -0.7950 1.9708 5.3744
H -0.4665 0.2867 5.8263
H -2.1284 0.8540 5.6703
H -1.8381 -1.2194 2.6597
H -2.6356 -1.0067 4.2235
H -0.9705 -1.6026 4.1634
C -4.5320 3.5333 -1.6128
C -3.8751 2.2315 -1.2139
O -2.6526 2.2854 -1.0361
C -4.6836 1.0476 -1.0096
C -6.0798 1.1167 -1.2205
C -6.9265 0.0983 -0.8797
C -6.3842 -1.0385 -0.2537
C -5.0384 -1.1526 -0.0455
C -4.1166 -0.1454 -0.4686
O -2.8602 -0.3706 -0.3004
H -3.7677 4.3058 -1.6308
H -5.3240 3.8091 -0.9166
H -4.9786 3.4449 -2.6055
H -6.4928 2.0135 -1.6638
H -7.9899 0.1762 -1.0596
H -7.0415 -1.8363 0.0734
H -4.6204 -2.0192 0.4509
C -1.4651 -6.4454 5.1389
C -1.4102 -5.5983 3.8969
C -0.3240 -4.7688 3.6424
C -0.2617 -3.9764 2.5042
C 0.9372 -3.0894 2.2822
C -1.3238 -4.0289 1.5883
Te -1.1415 -2.8288 -0.1529
N -0.9022 -1.1862 -2.0100
C 0.1698 -1.6395 -2.6934
O 0.8407 -2.6110 -2.3251
C 0.5438 -0.8901 -3.9441
C 1.6744 -1.3111 -4.6380
C 2.0967 -0.6215 -5.7631
C 1.3935 0.4950 -6.1985
C 0.2624 0.9152 -5.5123
C -0.1639 0.2234 -4.3889
C -1.5574 -4.4184 -1.4759
C -2.6512 -4.3398 -2.3413
C -3.5533 -3.1412 -2.4498
C -2.9126 -5.4321 -3.1680
C -2.1147 -6.5619 -3.1632
C -2.4099 -7.7275 -4.0676
C -1.0095 -6.5904 -2.3176
C -0.7056 -5.5357 -1.4716
C 0.5305 -5.6084 -0.6164
C -2.4393 -4.8415 1.8292
C -3.6252 -4.9310 0.9020
C -2.4565 -5.6165 2.9843
H -0.5548 -6.3424 5.7286
H -1.5904 -7.5005 4.8891
H -2.3093 -6.1570 5.7681
H 0.4969 -4.7358 4.3511
H 1.6523 -3.1963 3.0972
H 0.6519 -2.0334 2.2373
H 1.4572 -3.3335 1.3508
H 2.2111 -2.1764 -4.2720
H 2.9781 -0.9507 -6.2986
H 1.7291 1.0395 -7.0724
H -0.2867 1.7863 -5.8468
H -1.0515 0.5525 -3.8638
H -3.4538 -2.4469 -1.6208
H -4.5989 -3.4469 -2.5113
H -3.3148 -2.5738 -3.3523
H -3.7679 -5.3865 -3.8348
H -3.3608 -7.5968 -4.5829
H -2.4533 -8.6604 -3.5034
H -1.6302 -7.8401 -4.8236
H -0.3556 -7.4570 -2.3270
H 1.1906 -6.3977 -0.9744
H 0.2869 -5.8191 0.4272
H 1.0890 -4.6695 -0.6616
H -3.7280 -4.0636 0.2524
H -4.5446 -5.0197 1.4813
H -3.5496 -5.8075 0.2527
H -3.3199 -6.2462 3.1785
*
```


3.
Density functional theory data (the ωB97M-V functional and the def2-TZVPD basis) for a structure of composition C37H37F3O2P2Pb.

As for the orbital gap: 6.82 eV.

ORCA input file:
```
! RIJCOSX wB97M-V def2-TZVPD def2/J DEFGRID3
* xyz 0 1
Pb 0.1084 0.6085 3.1838
C -1.7586 1.0275 -4.2117
C -1.7550 -0.2648 -3.8630
C -0.9701 -1.3517 -4.5377
C 0.4321 -0.9665 -5.0701
C 1.2698 -0.1274 -4.1476
C 1.2858 1.2087 -4.1037
C 0.4540 2.1339 -4.9347
C -0.9602 1.6417 -5.3270
C 2.0403 0.7653 4.3497
H -2.4266 1.7341 -3.7048
H -2.4459 -0.6161 -3.0909
H -1.5447 -1.7576 -5.3882
H -0.8536 -2.1893 -3.8320
H 0.9778 -1.9122 -5.2284
H 0.3292 -0.4944 -6.0549
H 1.9597 -0.7117 -3.5285
H 2.0406 1.7287 -3.5111
H 0.9926 2.3778 -5.8666
H 0.3505 3.0873 -4.3935
H -1.5138 2.5314 -5.6710
H -0.8826 0.9637 -6.1857
H 1.9415 1.7097 4.9104
H 2.9675 0.7774 3.7671
H 2.0685 -0.0693 5.0655
P -1.6164 -0.4526 0.7517
P 1.7126 0.2474 0.8887
C -0.4778 -0.6548 -0.6105
C 0.8739 -0.4748 -0.5115
C -2.5646 -1.9971 0.9408
C -2.8062 -2.8758 -0.1287
C -3.5177 -4.0628 0.0905
C -3.9488 -4.4014 1.3794
C -3.6758 -3.5448 2.4532
C -2.9955 -2.3495 2.2384
C -2.8031 0.8704 0.3073
C -2.2902 2.1854 0.2443
C -3.1589 3.2761 0.2053
C -4.5433 3.0715 0.1415
C -5.0478 1.7662 0.0980
C -4.1887 0.6669 0.1899
C 3.1780 -0.7790 1.2310
C 2.9788 -2.0296 1.8523
C 4.0653 -2.8787 2.0654
C 5.3579 -2.4628 1.7176
C 5.5580 -1.1993 1.1477
C 4.4763 -0.3512 0.9074
C 2.2845 1.9351 0.5023
C 2.5366 2.8911 1.5103
C 3.0027 4.1583 1.1596
C 3.2286 4.4778 -0.1854
C 2.9618 3.5341 -1.1871
C 2.4643 2.2763 -0.8446
H -0.9329 -0.9614 -1.5673
H 1.5385 -0.8484 -1.3055
H -2.4429 -2.6257 -1.1290
H -3.7374 -4.7255 -0.7503
H -4.5094 -5.3232 1.5500
H -3.9961 -3.8033 3.4640
H -2.7873 -1.6730 3.0702
H -1.2088 2.3412 0.2740
H -2.7642 4.2933 0.2403
H -5.2245 3.9242 0.1209
H -6.1232 1.6010 0.0104
H -4.5857 -0.3492 0.1961
H 1.9758 -2.3223 2.1782
H 3.9089 -3.8649 2.5087
H 6.2117 -3.1194 1.8944
H 6.5610 -0.8619 0.8847
H 4.6221 0.6422 0.4760
H 2.3870 2.6297 2.5610
H 3.2024 4.9012 1.9350
H 3.6290 5.4569 -0.4540
H 3.1469 3.7713 -2.2360
H 2.2236 1.5410 -1.6125
F -1.7003 -1.6895 7.2639
C -1.0659 -2.3089 6.2419
F 0.0074 -2.9739 6.7432
F -1.9162 -3.2413 5.7129
C -0.6284 -1.2772 5.1247
O -0.9653 -0.0651 5.2771
O 0.0224 -1.7449 4.1466
*
```


4.
Density functional theory data (the ωB97M-V functional and the def2-TZVPD basis) for a structure of composition C2H2BrF2I.

The energy above the lowest of the compared OMol25 structures with the same formula, charge and spin comes out at 61.32 kcal per mole. As for the orbital gap: 9.01 eV.

ORCA input file:
```
! RIJCOSX wB97M-V def2-TZVPD def2/J DEFGRID3
* xyz 0 1
C -1.6362 0.2860 0.3241
C 2.0285 -0.5617 -0.6297
F 2.5055 -0.5040 0.6011
F 2.8251 0.1856 -1.3341
Br -1.5193 -1.6513 0.2745
I 0.2455 1.3427 0.0851
H -2.3193 0.4561 -0.5277
H -2.1298 0.4466 1.2067
*
```


5.
Density functional theory data (the ωB97M-V functional and the def2-TZVPD basis) for a cluster of 2 separate species, C3H4NOS in total.

The energy above the lowest of the compared OMol25 structures with the same formula, charge and spin comes out at 66.12 kcal per mole. As for the orbital gap (alpha / beta): 5.31 / 5.31 eV.

ORCA input file:
```
! RIJCOSX wB97M-V def2-TZVPD def2/J DEFGRID3
* xyz -1 1
C 0.3372 0.0122 -0.3438
C 3.0297 -0.3125 -0.0165
C -1.9985 -0.0103 0.2038
N -0.6304 -0.5421 0.2349
O 3.2377 -1.4653 -0.2056
S 3.3331 1.2403 0.0729
H 0.0997 0.9401 -0.9755
H -2.7607 -0.7819 -0.1289
H -2.2759 0.9833 -0.1834
H -2.3719 -0.0639 1.3421
*
```


no.,energy (eV)
1,-126755.9552
2,-152068.3821
3,-75040.0826
4,-85681.3178
5,-17546.6623